## a
Entry from the Open Molecules 2025 dataset: the molecule C3H6S2 (the ωB97M-V functional and the def2-TZVPD basis).

Element x y z (Å)
C: -1.167 0.663 -0.425
C: -0.661 -0.571 0.323
C: 1.862 -0.320 0.223
H: -2.159 1.114 -0.497
H: -0.565 1.626 -0.138
H: -0.980 0.556 -1.473
H: -1.393 -1.416 0.227
H: -0.488 -0.505 1.411
H: 1.457 0.099 1.049
S: 0.735 -1.255 -0.463
S: 3.359 0.007 -0.237

SMILES: CCSC=S
Gap between HOMO and LUMO: 0.314 Ha
Molecular weight: 106.215 g mol⁻¹
E_HOMO: -8.570 eV
Lowest unoccupied orbital energy: 0.0 eV

---

## b
Entry from the Open Molecules 2025 dataset: the molecule C3H6S2 (the ωB97M-V functional and the def2-TZVPD basis).

Element x y z (Å)
C: 0.615 -0.909 0.785
C: -0.393 0.001 -0.034
C: 0.230 1.360 -0.301
H: 1.619 -0.828 0.291
H: 0.297 -2.002 0.846
H: 0.647 -0.636 1.816
H: -1.338 0.122 0.441
H: -2.015 -0.359 -1.693
H: 0.217 1.756 -1.364
S: -0.710 -0.839 -1.679
S: 0.831 2.335 0.892

SMILES: C[C@H](S)C=S
Gap between HOMO and LUMO: 0.309 Ha
Molecular weight: 106.215 g mol⁻¹
E_HOMO: -8.940 eV
Lowest unoccupied orbital energy: -0.5 eV

---

Quick one: most stable of them? b

---

## a
Entry from the Open Molecules 2025 dataset: a cluster of 2 separate species, C9H14OS in total (the ωB97M-V functional and the def2-TZVPD basis).

Element x y z (Å)
C: -1.441 2.144 0.572
C: -0.416 1.562 -0.241
C: 0.977 1.617 -0.050
C: -0.773 0.740 -1.368
C: 1.926 0.848 -0.703
C: 0.191 0.122 -2.191
C: 1.556 0.224 -1.859
O: 2.532 -0.362 -2.703
H: -1.628 3.208 0.166
H: -1.044 2.164 1.570
H: 1.437 2.129 0.819
H: -1.712 0.726 -1.533
H: 2.953 0.818 -0.314
H: 0.056 -0.330 -3.195
H: 3.367 -0.492 -2.147
H: -2.329 1.441 0.449
C: -0.695 -2.627 1.434
C: -0.870 -1.296 0.699
S: 0.261 -2.262 3.221
H: -1.653 -3.089 1.620
H: 0.067 -3.166 0.897
H: -1.774 -0.893 0.816
H: -0.187 -1.028 3.352
H: -0.714 -1.587 -0.364
H: -0.087 -0.611 1.050

<S²>: 0.7539
Multiplicity: 2
Gap between HOMO and LUMO (spin up / spin down): 0.247 / 0.084 Ha
Molecular weight: 170.277 g mol⁻¹
E_HOMO (spin up / spin down): -11.319 / -11.317 eV
Charge: +1
Lowest unoccupied orbital energy (spin up / spin down): -4.6 / -9.0 eV

---

## b
Entry from the Open Molecules 2025 dataset: a cluster of 2 separate species, C9H14OS in total (the ωB97M-V functional and the def2-TZVPD basis).

Element x y z (Å)
C: -0.736 -2.563 -0.799
C: -0.477 -3.799 0.051
S: 0.764 -2.000 -1.705
H: -1.500 -2.741 -1.545
H: -1.144 -1.726 -0.249
H: -0.260 -3.495 1.082
H: 0.163 -0.831 -1.968
H: 0.411 -4.341 -0.271
H: -1.387 -4.383 0.144
C: 2.623 2.161 -0.059
C: -0.466 0.719 1.525
C: 0.835 1.042 1.304
C: -1.441 1.121 0.570
C: 1.203 1.882 0.210
C: -1.096 1.942 -0.545
C: 0.185 2.377 -0.658
O: -2.667 0.626 0.701
H: -0.776 0.251 2.441
H: 1.615 0.718 1.973
H: -3.415 1.221 0.875
H: -1.881 2.322 -1.185
H: 2.759 2.901 -0.840
H: 3.027 1.217 -0.447
H: 0.452 3.060 -1.454
H: 3.209 2.317 0.846

<S²>: 0.7647
Multiplicity: 2
Gap between HOMO and LUMO (spin up / spin down): 0.288 / 0.151 Ha
Molecular weight: 170.277 g mol⁻¹
E_HOMO (spin up / spin down): -11.854 / -11.811 eV
Charge: +1
Lowest unoccupied orbital energy (spin up / spin down): -4.0 / -7.7 eV

---

Quick one: most stable of them? b

---

## a
Entry from the Open Molecules 2025 dataset: a cluster of 2 separate species, CH2N2O2S2 in total (the ωB97M-V functional and the def2-TZVPD basis).

Element x y z (Å)
C: 1.086 0.851 0.840
N: 0.079 1.312 1.190
N: -2.650 0.837 -0.641
O: -1.827 0.434 -1.401
O: -3.384 1.745 -0.704
S: 2.514 0.233 0.246
S: -2.897 -0.098 0.953
H: 2.366 0.966 -0.996
H: -1.604 -0.075 1.369

SMILES: O=[N+]([O-])S.N#CS
Gap between HOMO and LUMO: 0.360 Ha
Molecular weight: 138.173 g mol⁻¹
E_HOMO: -9.912 eV
Lowest unoccupied orbital energy: -0.1 eV

---

## b
Entry from the Open Molecules 2025 dataset: a cluster of 2 separate species, CH2N2O2S2 in total (the ωB97M-V functional and the def2-TZVPD basis).

Element x y z (Å)
C: -0.023 -0.949 -0.761
N: -0.265 0.345 -0.690
N: 0.554 1.452 1.120
O: 0.775 0.762 1.998
O: 0.534 2.607 0.830
S: 0.934 -1.533 -2.083
S: -0.758 -2.141 0.324
H: 0.224 1.032 -1.175
H: -1.977 -1.575 0.438

Gap between HOMO and LUMO (spin up / spin down): 0.209 / 0.209 Ha
Molecular weight: 138.173 g mol⁻¹
E_HOMO (spin up / spin down): -8.650 / -8.652 eV
Lowest unoccupied orbital energy (spin up / spin down): -3.0 / -3.0 eV

---

Quick one: most stable of them? a

---

## a
Entry from the Open Molecules 2025 dataset: a cluster of 2 separate species, C6H15N in total (the ωB97M-V functional and the def2-TZVPD basis).

Element x y z (Å)
C: 0.833 -0.528 -1.015
C: 2.053 0.262 -0.885
C: 3.029 0.140 0.346
C: 0.785 1.281 -0.619
N: -1.611 -0.264 0.196
C: -2.905 -0.532 -0.378
C: -1.755 -0.433 1.622
H: 0.390 -0.824 -1.989
H: 0.423 -1.288 -0.345
H: -0.285 1.082 -0.709
H: 2.755 0.355 -1.809
H: 3.691 -0.742 0.261
H: 2.548 0.135 1.344
H: 3.884 0.838 0.504
H: 0.849 1.604 0.520
H: 1.018 2.052 -1.398
H: -3.411 -1.487 -0.095
H: -3.764 0.260 -0.082
H: -2.953 -0.486 -1.475
H: -2.188 -1.425 1.861
H: -0.804 -0.374 2.094
H: -2.581 0.373 2.049

<S²>: 0.7553
Multiplicity: 2
Gap between HOMO and LUMO (spin up / spin down): 0.179 / 0.193 Ha
Molecular weight: 101.193 g mol⁻¹
E_HOMO (spin up / spin down): -0.969 / -1.464 eV
Charge: -1
Lowest unoccupied orbital energy (spin up / spin down): 3.9 / 3.8 eV

---

## b
Entry from the Open Molecules 2025 dataset: a structure of composition C6H15N (the ωB97M-V functional and the def2-TZVPD basis).

Element x y z (Å)
C: 0.980 -1.485 -0.148
C: 1.869 -0.587 0.679
C: 2.604 0.480 -0.133
C: 0.665 0.023 1.401
N: -1.396 0.836 -0.274
C: -1.407 0.031 -1.492
C: -2.758 0.830 0.217
H: 0.314 -2.111 0.472
H: 1.636 -2.131 -0.800
H: 0.325 -0.526 2.291
H: 2.590 -1.143 1.336
H: 3.372 0.143 -0.856
H: 1.813 0.877 -0.795
H: 3.043 1.320 0.420
H: -0.515 0.297 0.624
H: 0.738 1.120 1.559
H: -1.258 -1.028 -1.309
H: -0.736 0.457 -2.238
H: -2.434 0.067 -1.912
H: -2.857 1.418 1.140
H: -3.167 -0.193 0.362
H: -3.420 1.306 -0.544

<S²>: 0.7563
Multiplicity: 2
Gap between HOMO and LUMO (spin up / spin down): 0.223 / 0.213 Ha
Molecular weight: 101.193 g mol⁻¹
E_HOMO (spin up / spin down): -1.747 / -1.638 eV
Charge: -1
Lowest unoccupied orbital energy (spin up / spin down): 4.3 / 4.2 eV

---

Quick one: most stable of them? b